[1]
195
Properties=species:S:1:pos:R:3:forces:R:3:lowdin_charge:R:1 method="wB97M-V/def2-TZVPD" homo_lumo_gap_ha=0.334 spin_multiplicity=1 e_above_lowest_ev=2.2198 homo_energy_ev=-8.577 smiles="COC[C@H](C)N.COC[C@H](C)N.COC[C@H](C)N.COC[C@H](C)N.COC[C@H](C)N.COC[C@H](C)N.COC[C@H](C)N.COC[C@H](C)N.COC[C@H](C)N.COC[C@H](C)N.COC[C@H](C)N.NC(N)=O" fmax_ha_per_bohr=0.07550
O -27.90502 10.02776 20.06503 -0.102 -0.472 -0.134 -0.18
O -28.60624 5.20011 18.86748 -0.546 0.589 -0.202 -0.18
O -16.27008 8.55637 16.64105 -1.277 1.768 0.257 -0.19
O -17.14179 4.43259 12.23100 -1.194 2.157 0.978 -0.24
O -21.21412 4.82311 11.31798 -0.719 1.742 -0.439 -0.21
O -21.18972 7.72267 15.01373 0.597 -0.512 0.822 -0.18
O -20.03097 11.98119 15.89024 0.154 0.157 -0.199 -0.19
O -23.87532 3.10550 18.15495 -0.004 -0.106 0.357 -0.02
O -20.58403 7.47925 22.50754 -0.619 0.996 -0.796 -0.21
O -17.78266 10.37790 9.83274 -0.119 -1.049 0.899 -0.23
O -25.40594 4.89637 14.67232 -0.499 -0.440 0.538 -0.24
O -19.87360 1.63886 16.87989 0.543 -1.435 0.179 -0.20
N -19.27673 7.63543 20.08537 -1.012 0.768 -1.040 0.06
N -18.73213 3.01437 19.16177 0.318 0.036 -0.150 0.05
N -13.99504 7.88293 18.21455 -0.246 0.334 0.261 0.05
N -18.84948 1.94965 11.57662 -0.888 -0.150 0.341 0.04
N -28.62763 6.56804 13.89397 -0.311 -0.305 -0.404 0.04
N -23.55308 5.81309 17.09860 -1.091 -0.152 -0.701 0.09
N -22.95995 10.65509 17.51964 0.019 0.561 -0.052 0.05
N -17.64190 7.27501 11.52517 1.007 -0.305 -1.342 0.08
N -30.67611 6.96783 16.41386 0.596 0.200 1.499 0.04
N -18.84394 11.98517 13.03961 1.265 0.357 -1.297 0.08
N -23.26281 4.23484 20.02239 0.086 -0.792 0.627 0.19
N -23.28052 1.95851 19.95383 1.069 -0.962 3.606 0.17
N -25.47320 10.52787 21.14666 1.303 0.165 -1.273 0.07
C -18.77087 10.88933 12.05645 -0.238 0.053 0.125 -0.43
C -16.05902 7.25772 17.00502 0.378 -1.955 0.259 -0.28
C -20.29226 7.46413 13.96796 -1.997 -1.331 -2.056 -0.10
C -26.52913 7.50913 15.02290 0.439 -0.072 -0.696 -0.05
C -29.08013 5.79924 17.66294 0.165 -1.235 0.875 -0.23
C -14.55526 7.03668 17.22450 -0.170 -2.809 -2.552 -0.45
C -19.14769 3.64930 17.89481 -1.402 0.409 1.613 -0.42
C -18.80391 12.36433 16.44556 0.308 0.062 0.773 -0.12
C -19.61343 8.91388 20.74242 1.281 -1.920 0.503 -0.42
C -16.63579 10.45407 9.02441 0.612 1.454 0.777 -0.12
C -21.82856 6.52826 15.46012 1.103 -0.616 -0.112 -0.19
C -20.07287 2.75081 11.91050 2.434 0.631 0.742 -0.36
C -16.23823 7.89605 13.51129 -0.744 -0.656 -1.620 -0.03
C -21.06750 11.90466 16.81120 -0.829 -0.676 0.508 -0.22
C -22.52486 10.73234 15.03133 -0.856 1.174 1.883 -0.03
C -25.54514 9.58154 20.03456 -3.202 1.258 -0.551 -0.48
C -17.99418 3.92162 16.99818 -0.718 -0.551 -0.879 -0.06
C -24.53292 8.51939 20.09090 1.662 0.867 -1.185 -0.08
C -20.85446 0.62991 16.86362 -0.842 0.557 0.331 -0.10
C -30.55551 6.16287 17.68774 1.283 0.653 -1.355 -0.40
C -19.53826 7.59066 23.42176 -0.807 -1.083 1.418 -0.14
C -27.20790 6.44846 14.14343 0.845 -0.778 -0.525 -0.42
C -16.86162 5.52770 13.09584 -0.052 -0.064 0.863 -0.19
C -29.22348 9.58387 19.93150 -1.897 0.554 -1.186 -0.14
C -17.67609 8.92135 16.66676 1.135 0.133 -0.281 -0.03
C -25.00967 3.52110 14.78515 -0.528 -0.126 0.241 -0.10
C -23.51570 3.09328 19.33880 -0.599 1.758 -3.127 -0.71
C -21.46535 5.85701 10.29128 -0.257 -0.934 1.666 -0.06
C -20.34234 2.87505 17.28983 1.038 1.121 -0.953 -0.21
C -21.95442 10.71337 16.45606 -0.636 0.219 0.505 -0.42
C -31.39466 4.90709 17.64119 0.371 0.271 -0.026 -0.05
C -16.53345 6.85901 12.42195 0.197 -0.261 -0.070 -0.44
C -20.81137 8.66981 21.71211 1.573 -0.737 -0.165 -0.14
C -26.95297 8.94851 20.02308 0.325 0.272 0.964 -0.19
C -17.69268 11.17110 11.03385 -1.202 0.670 -1.214 -0.19
C -21.50739 6.97766 17.88588 0.450 -0.534 0.815 -0.06
C -19.98126 3.11315 13.42805 -1.242 0.186 -1.220 -0.04
C -19.91159 9.91725 19.66904 0.016 1.297 0.252 -0.07
C -26.84527 5.03761 14.67629 0.407 -0.093 -1.846 -0.18
C -22.52434 6.75780 16.74645 0.449 1.504 2.165 -0.45
C -14.31636 5.56403 17.75331 0.171 1.644 0.371 -0.06
C -27.19290 5.20598 18.95837 -0.574 -1.268 0.145 -0.09
C -20.15037 3.98266 10.99601 0.135 -0.261 -1.620 -0.24
C -20.05434 10.60864 11.34315 -0.675 -0.172 -1.801 -0.06
C -16.08478 4.06812 11.44873 0.868 -1.693 -0.262 -0.14
H -25.46207 7.53918 14.77374 -0.051 -0.148 0.273 0.07
H -18.71431 13.44972 16.53545 0.008 0.116 -0.101 0.09
H -18.06947 11.98264 15.75655 0.575 0.143 -0.088 0.06
H -20.89457 2.08291 11.78318 -0.877 -0.185 -0.317 0.12
H -16.37325 11.53614 8.95106 0.008 -0.504 -0.481 0.09
H -27.17286 8.33466 19.10657 0.316 0.160 1.053 0.12
H -30.49072 7.95518 16.66381 -0.463 -0.754 -0.529 0.09
H -15.60316 4.84908 10.82791 -0.189 -0.301 0.471 0.10
H -26.74895 6.44698 13.11762 -0.247 0.345 0.860 0.15
H -16.57048 6.94223 17.93772 -0.018 0.504 0.022 0.12
H -20.35418 -0.26269 16.50217 -0.315 -0.105 -0.262 0.09
H -22.13253 6.60204 10.76902 0.618 -0.315 -0.252 0.09
H -21.07200 6.03414 18.33296 -0.634 0.931 -0.454 0.07
H -15.40603 7.52880 14.03787 0.881 -0.496 1.290 0.05
H -17.64024 2.99633 16.54282 0.191 0.107 -0.145 0.09
H -17.71519 9.98974 16.35421 -0.191 -1.099 -0.202 0.08
H -19.64560 6.66608 24.04983 0.516 0.779 -0.470 0.11
H -23.53457 9.81956 17.42366 -0.201 0.566 -0.023 0.06
H -16.74117 11.13488 11.50065 1.182 -0.005 0.202 0.11
H -17.25431 8.01096 10.89311 -0.538 -0.088 0.979 0.08
H -31.03709 4.30585 18.48210 -0.877 -0.079 0.128 0.09
H -15.65348 6.67221 11.83749 0.920 0.291 -0.375 0.11
H -27.31672 4.95732 15.64667 0.265 -0.555 0.538 0.09
H -26.88956 8.51584 14.84508 -0.367 0.123 -0.121 0.07
H -15.85973 8.80055 13.05214 -0.520 0.562 0.010 0.08
H -19.55800 2.78027 19.67551 -0.717 0.318 0.582 0.05
H -24.25651 5.67563 16.34904 0.273 0.823 0.361 0.06
H -26.85243 8.40805 21.02267 -1.307 -0.137 -1.194 0.15
H -23.01119 1.98090 20.94132 -0.194 -0.266 -0.783 0.12
H -30.02462 10.36136 19.70356 1.697 -0.067 0.178 0.11
H -14.18756 8.85569 18.06591 -0.124 0.420 -0.264 0.07
H -31.60311 6.84699 16.07189 -0.797 0.395 -0.352 0.06
H -19.36917 6.91968 14.16886 -0.221 -0.261 0.583 0.06
H -21.73399 0.96773 16.25580 0.657 -0.566 0.080 0.10
H -16.48855 6.55658 16.23233 0.600 0.353 0.355 0.12
H -18.20661 8.19087 16.02742 -0.190 0.683 0.084 0.08
H -22.98965 11.71823 14.83448 0.385 -0.378 -0.178 0.10
H -18.47972 10.02946 12.63855 0.039 -0.594 0.164 0.11
H -19.68948 8.44116 24.10077 0.226 0.095 -0.178 0.09
H -31.19164 4.31845 16.75277 0.406 0.057 -0.343 0.08
H -26.19757 11.21116 21.14603 -0.570 0.266 -0.219 0.06
H -19.51377 4.64870 18.22541 -0.090 -0.570 -0.313 0.12
H -28.73183 7.15010 13.09048 -0.494 0.304 -0.285 0.05
H -23.60409 9.10831 19.97892 0.158 -0.771 0.297 0.07
H -21.83302 7.66000 18.71003 -0.303 -0.923 -0.495 0.06
H -22.93987 7.76724 16.73881 -0.663 0.038 -0.685 0.11
H -18.68338 9.09238 21.32329 -0.721 1.103 0.125 0.13
H -24.62906 7.92318 19.17982 0.123 -0.445 0.278 0.08
H -18.74712 1.62993 10.61715 -0.184 0.380 0.262 0.07
H -23.41249 1.07632 19.54700 -0.331 -0.762 -0.791 0.09
H -15.74318 10.00178 9.50967 -0.458 -0.211 -0.343 0.09
H -19.90101 10.92774 20.09968 -0.444 -0.069 0.081 0.09
H -22.01183 5.41317 9.46877 -0.057 -0.239 -0.340 0.07
H -16.84565 10.04188 8.03485 0.036 -0.050 0.296 0.09
H -20.67028 11.70447 17.80565 0.063 -0.033 0.156 0.09
H -25.14883 2.94438 13.86334 -0.316 0.356 -0.265 0.08
H -19.92844 2.19819 13.97531 0.221 -0.687 0.490 0.06
H -16.55771 3.32239 10.82421 0.450 -0.209 -0.828 0.08
H -26.81589 6.20037 18.99604 0.412 0.997 -0.005 0.04
H -19.27289 6.85499 20.69680 0.312 -0.611 0.499 0.06
H -13.01797 7.73245 18.12055 1.070 0.282 0.468 0.07
H -21.78238 10.46238 14.36330 1.564 -0.053 -1.619 0.03
H -14.73560 4.78174 17.14587 -0.332 -0.226 -0.287 0.06
H -29.35054 6.76426 14.58653 0.846 -0.052 0.364 0.04
H -17.95538 12.16120 10.67323 0.605 0.777 0.124 0.13
H -14.73465 5.59386 18.76521 -0.053 -0.490 -0.142 0.08
H -27.19428 4.23487 13.96840 -0.328 0.856 0.734 0.14
H -13.23835 5.37983 17.86318 -0.226 0.077 -0.113 0.07
H -23.22445 4.86790 17.12356 0.740 -0.690 0.651 0.03
H -20.91183 3.62271 13.75404 0.591 -0.008 -0.262 0.08
H -20.53937 6.30103 9.91645 0.004 0.051 0.261 0.08
H -23.41047 5.11945 19.59432 -0.167 0.516 -0.442 0.07
H -14.03911 7.04714 16.15828 -0.801 0.487 1.738 0.16
H -16.06675 5.17961 13.85980 -1.066 0.834 -0.977 0.16
H -21.68633 8.39246 21.14624 -0.393 0.372 -0.247 0.10
H -26.63687 7.27989 16.07362 -0.033 -0.073 0.415 0.05
H -18.00465 2.36118 11.93721 -0.069 0.191 -0.112 0.03
H -20.67499 7.54919 17.48999 0.370 -0.089 -0.277 0.05
H -30.72689 6.78682 18.56448 -0.434 -0.115 0.169 0.13
H -21.08851 2.75829 18.05477 -0.686 0.133 0.352 0.09
H -32.45354 5.14561 17.55565 -0.167 -0.200 0.776 0.08
H -28.43411 6.59453 17.35866 0.280 1.142 0.077 0.09
H -19.16478 10.03719 18.85241 -0.520 -0.752 0.528 0.06
H -18.62927 11.95116 17.48066 -0.264 0.108 -0.944 0.09
H -18.57467 7.61907 22.94242 0.565 0.073 -0.072 0.07
H -18.38608 4.60318 16.24310 0.378 -0.011 -0.402 0.07
H -20.83060 10.34987 12.02009 -0.640 -0.808 0.696 0.05
H -23.03304 4.14938 20.98777 0.139 0.481 0.371 0.09
H -15.39238 3.49734 12.10539 0.467 0.561 -0.593 0.11
H -23.93258 3.48806 14.96138 -0.197 0.110 0.461 0.08
H -17.80841 5.80334 13.56453 -0.037 -0.800 0.560 0.09
H -24.52875 7.93250 21.00089 -0.084 -0.155 0.145 0.09
H -21.36951 9.83004 16.63182 0.570 -0.567 -0.426 0.11
H -21.67326 12.82194 16.93215 0.193 0.064 -0.495 0.14
H -21.08117 5.66931 15.61957 -0.827 0.975 -0.581 0.14
H -20.88936 6.93333 13.13062 1.160 0.202 1.110 0.12
H -17.13675 7.99686 14.12232 0.335 0.459 0.074 0.06
H -19.18626 4.56832 10.92595 -0.711 -0.741 0.439 0.12
H -21.28036 0.42006 17.88020 0.481 0.202 -0.468 0.09
H -18.36388 2.08963 19.01667 0.576 -0.311 -0.583 0.06
H -25.61280 2.98910 15.56565 0.805 0.504 -0.275 0.10
H -20.03349 8.36544 13.49267 0.508 1.504 -0.243 0.05
H -20.94341 9.56233 22.34200 -0.245 -0.256 -0.044 0.13
H -17.22782 4.40296 17.55599 0.772 0.365 0.375 0.05
H -20.49787 11.46950 10.83340 0.501 0.514 0.053 0.08
H -28.97092 5.06912 16.88993 0.033 -0.658 -0.861 0.10
H -20.91641 9.68410 19.30131 0.249 0.333 -0.438 0.06
H -22.60406 6.28456 14.75814 -0.172 -0.642 -0.874 0.12
H -19.11099 3.71507 13.63917 0.217 0.273 0.046 0.05
H -17.68866 6.52455 10.80771 -0.499 0.173 0.753 0.07
H -26.71120 4.68250 18.10439 -0.168 0.030 0.560 0.09
H -29.65158 9.12369 20.78980 0.180 -0.666 1.242 0.07
H -19.16831 12.86671 12.65725 0.077 -0.121 -0.390 0.08
H -29.38317 8.86508 19.11759 0.507 -0.120 -0.126 0.06
H -19.46556 11.78564 13.77451 -0.871 -0.602 1.139 0.02
H -20.36857 3.60509 9.96007 0.484 -0.009 0.431 0.12
H -18.10055 8.88073 17.67564 0.245 -0.295 -0.060 0.05
H -18.44960 7.73954 19.51434 0.061 -0.344 0.281 0.06
H -25.45402 10.08749 22.02944 0.034 -0.704 1.001 0.06
H -23.28238 9.98875 14.91757 -0.672 -0.610 0.135 0.06
H -19.94303 9.88458 10.49636 -0.088 0.152 1.108 0.09
H -20.74885 3.34790 16.37263 -0.196 0.373 0.585 0.12
H -27.01466 4.71987 19.92785 0.461 -0.016 -0.490 0.10
H -25.56865 10.13344 19.06677 0.870 -0.004 0.606 0.14
H -23.48652 11.53406 17.48841 -0.368 -0.792 0.172 0.08

=====

[2]
20
Properties=species:S:1:pos:R:3:forces:R:3:nbo_charge:R:1 method="wB97M-V/def2-TZVPD" homo_lumo_gap_ha="0.251 / 0.251" spin_multiplicity=1 e_above_lowest_ev=0.0000 homo_energy_ev="-7.697 / -7.698" fmax_ha_per_bohr=0.03354
S -1.46849 -2.77180 -0.31434 -1.434 -0.490 -0.131 -0.16
S -2.59595 2.22422 -2.26908 0.066 -0.577 1.007 -0.49
P -2.61581 1.42174 -0.51271 -0.840 -0.753 -1.304 1.93
O -2.39555 2.28362 0.77477 -0.279 -0.071 0.320 -0.96
O -3.94800 0.71287 -0.04747 0.259 0.082 0.338 -0.97
N -0.85628 -1.23826 -0.16332 0.689 1.512 0.224 -0.23
N -0.39670 0.95901 -0.26949 0.532 -0.399 0.036 -0.28
N -1.37012 0.04107 -0.31580 1.355 0.614 -0.040 -0.24
C 0.48067 -1.05301 0.06117 -0.444 1.098 -0.142 0.16
C 0.75856 0.32905 -0.04772 -0.498 -0.897 0.056 0.07
C 2.73886 -1.50115 0.55216 -0.513 -0.469 -0.055 -0.20
C 1.46547 -1.98223 0.38311 0.530 -0.343 0.061 -0.22
C 3.03941 -0.13678 0.37973 -0.088 0.687 -0.111 -0.20
C 2.07688 0.79229 0.08586 0.381 0.045 0.089 -0.19
H -4.39245 0.24177 -0.75330 -0.190 -0.188 -0.331 0.53
H 2.30541 1.83665 -0.04586 0.073 0.137 0.026 0.23
H -1.63593 2.86676 0.69510 0.256 0.086 -0.044 0.53
H 4.06514 0.17907 0.49030 0.091 0.088 0.012 0.22
H 3.53233 -2.18132 0.81811 0.069 -0.085 0.012 0.22
H 1.21257 -3.02358 0.49876 -0.015 -0.077 -0.021 0.25

=====

[3]
12
Properties=species:S:1:pos:R:3:forces:R:3:nbo_charge:R:1 method="wB97M-V/def2-TZVPD" homo_lumo_gap_ha=0.358 spin_multiplicity=1 e_above_lowest_ev=2.5860 homo_energy_ev=-9.430 smiles="CC(=O)CC=O" fmax_ha_per_bohr=0.06535
O 2.72784 -0.20104 -0.74889 -0.450 -0.245 0.117 -0.50
O -1.45467 -0.66629 0.64243 -0.024 -1.923 2.333 -0.54
C -1.47208 1.08993 -0.56348 1.337 0.806 -0.037 -0.66
C -0.60029 0.15617 0.41126 -2.158 -1.766 -1.876 0.55
C 1.66675 -0.71597 -0.49691 0.163 0.341 -0.158 0.43
C 0.86314 -0.43477 0.75831 -0.300 0.569 -0.208 -0.58
H -2.03372 1.79775 0.05601 0.478 0.133 -0.182 0.23
H 0.58608 -1.41847 1.18461 -0.006 0.589 -0.153 0.26
H 1.21323 -1.45755 -1.18818 0.067 0.100 0.033 0.11
H -0.85251 1.55984 -1.30080 0.182 0.900 -0.389 0.20
H 1.52252 0.07336 1.47347 -0.474 0.390 -0.286 0.25
H -2.25336 0.49260 -1.10500 1.186 0.106 0.805 0.24

=====

[4]
14
Properties=species:S:1:pos:R:3:forces:R:3:nbo_charge:R:1 method="wB97M-V/def2-TZVPD" homo_lumo_gap_ha=0.323 spin_multiplicity=1 e_above_lowest_ev=9.6394 homo_energy_ev=-9.047 fmax_ha_per_bohr=0.09526
S 0.70266 -0.67260 1.81502 -0.998 -2.291 -0.348 -0.17
N -0.02081 1.20120 -1.02026 -3.789 -1.795 -0.336 -0.66
C -1.30031 1.60798 -1.93811 2.010 -0.056 0.856 -0.51
C 0.64281 -1.10413 -0.11321 1.657 -0.102 3.423 -0.43
C -0.38618 -0.18030 -0.63066 -1.221 -2.814 0.591 -0.29
H 0.30978 -2.17969 -0.13250 0.762 1.237 -0.281 0.23
H -2.30903 0.32418 -2.09937 2.677 3.949 0.360 0.21
H -0.75976 -0.72196 -1.52104 -0.394 0.431 0.406 0.20
H -1.85933 2.74676 -1.02387 1.273 -3.105 -3.568 0.24
H -0.33051 1.79483 -3.22188 -3.629 -0.022 3.238 0.26
H -0.31922 1.48542 -0.11065 0.350 2.044 0.730 0.36
H -0.19555 -1.75179 2.01998 1.050 1.469 0.265 0.14
H -1.08422 -0.38891 0.45594 0.391 1.515 -3.845 0.19
H 1.71302 -0.89691 -0.17319 -0.140 -0.459 -1.489 0.24